Entry 1:
{"formula": "C20H23BrN4O", "method": "ωB97M-V/def2-TZVPD", "species": ["C", "C", "N", "C", "C", "C", "C", "N", "C", "N", "C", "C", "C", "C", "Br", "C", "C", "C", "O", "N", "C", "C", "C", "C", "C", "C", "H", "H", "H", "H", "H", "H", "H", "H", "H", "H", "H", "H", "H", "H", "H", "H", "H", "H", "H", "H", "H", "H", "H"], "xyz": [[0.8529, 2.7775, -2.2161], [1.2597, 1.3650, -1.7781], [1.7698, 1.2457, -0.4282], [3.0353, 1.9044, -0.1653], [4.1762, 1.3142, -0.9874], [0.7838, 1.4592, 0.6110], [0.8753, 0.3407, 1.6663], [0.7765, -0.9372, 1.0236], [-0.3792, -1.4634, 0.4975], [-1.5372, -0.7950, 0.7200], [-2.6406, -1.1991, 0.2187], [-3.8817, -0.4964, 0.4425], [-5.0590, -1.0360, -0.0807], [-6.2702, -0.4065, 0.1129], [-7.8567, -1.1715, -0.6121], [-6.3523, 0.7776, 0.8278], [-5.1952, 1.3258, 1.3463], [-3.9581, 0.7127, 1.1674], [-2.8344, 1.2606, 1.6682], [-0.1836, -2.5871, -0.1596], [1.1551, -2.8137, -0.0953], [1.9151, -3.8562, -0.6228], [3.2742, -3.8300, -0.4084], [3.8840, -2.8011, 0.3184], [3.1545, -1.7617, 0.8546], [1.7838, -1.7703, 0.6391], [1.7139, 3.4412, -2.2358], [0.4264, 2.7422, -3.2152], [0.1101, 3.1915, -1.5374], [2.0216, 0.9795, -2.4582], [0.3933, 0.7011, -1.8523], [3.2578, 1.7510, 0.8941], [2.9823, 2.9950, -0.3322], [4.1163, 1.6190, -2.0286], [5.1291, 1.6555, -0.5898], [4.1404, 0.2288, -0.9377], [0.8973, 2.4332, 1.1103], [-0.2186, 1.4090, 0.1825], [1.8243, 0.3832, 2.2033], [0.0441, 0.4449, 2.3678], [-2.6976, -2.0963, -0.4042], [-5.0098, -1.9591, -0.6382], [-7.3037, 1.2640, 0.9755], [-5.2504, 2.2517, 1.9039], [-3.0467, 2.0779, 2.1388], [1.4408, -4.6492, -1.1784], [3.8923, -4.6215, -0.8062], [4.9546, -2.8262, 0.4614], [3.6339, -0.9744, 1.4162]], "multiplicity": 1, "homo_energy_ha": -0.2842, "gap_ev": 7.356, "smiles": "CCN(CC)CCn1c(/N=C/c2cc(Br)ccc2O)nc2ccccc21", "charge": 0, "de_lowest_kcal_mol": 0.0}

=====

Entry 2:
{"formula": "C20H23Cl2F5NO9P2", "method": "ωB97M-V/def2-TZVPD", "species": ["C", "C", "C", "O", "O", "C", "C", "C", "C", "C", "C", "N", "C", "Cl", "C", "C", "F", "F", "C", "F", "F", "F", "C", "C", "O", "O", "P", "O", "O", "O", "C", "P", "O", "Cl", "C", "C", "C", "C", "O", "H", "H", "H", "H", "H", "H", "H", "H", "H", "H", "H", "H", "H", "H", "H", "H", "H", "H", "H", "H", "H", "H", "H"], "xyz": [[6.2656, 0.8121, 2.9458], [6.7776, 1.3608, 1.7755], [6.0070, 1.1775, 0.4208], [5.6857, 2.1457, -0.2328], [5.7417, -0.1256, 0.0699], [5.2671, -0.2262, -1.2878], [3.7038, 0.0300, -1.3005], [2.9120, -1.3314, -1.1341], [2.1851, -1.8354, -2.4540], [0.7106, -2.3231, -2.1163], [-0.3221, -1.1304, -2.3963], [-1.2498, -0.8969, -1.2470], [-2.3129, -1.7867, -1.1161], [-2.4230, -3.1280, -2.2836], [-3.3283, -1.6545, -0.0547], [-4.4941, -2.6718, -0.0233], [-5.1493, -2.7927, -1.2432], [-5.4796, -2.4167, 0.8853], [-3.9451, -4.1556, 0.3312], [-4.2164, -5.0439, -0.6746], [-2.6292, -4.1630, 0.6881], [-4.6379, -4.6314, 1.4178], [-3.1227, -0.5558, 0.8810], [-4.0924, -0.3324, 2.0826], [-3.7841, -0.7025, 3.1699], [-5.3285, 0.2851, 1.8053], [-5.4859, 1.8014, 2.5255], [-6.9303, 2.0941, 2.6504], [-4.8376, 1.9094, 4.0402], [-4.8607, 3.0101, 1.5481], [-1.9819, 0.3770, 0.7802], [-1.8481, 1.6952, 2.1099], [-1.4273, 3.1802, 1.4599], [-0.2175, 1.0340, 3.2891], [-1.0572, 0.1535, -0.3521], [0.1560, 1.1260, -0.4657], [-0.2751, 2.1854, -1.6829], [-0.1004, 3.7460, -1.2804], [-1.4603, 2.9870, -1.4078], [5.2452, 1.1454, 3.2687], [6.8362, 0.0371, 3.5191], [7.7360, 1.9315, 1.7101], [5.4333, -1.2887, -1.6200], [5.8298, 0.4325, -2.0036], [3.3957, 0.6166, -2.2071], [3.4752, 0.6873, -0.4107], [2.1173, -1.1835, -0.3494], [3.6163, -2.1102, -0.7329], [2.1963, -1.0159, -3.2231], [2.8081, -2.6713, -2.8850], [0.6804, -2.6683, -1.0498], [0.4839, -3.1552, -2.8353], [0.3268, -0.2340, -2.5943], [-0.8823, -1.2748, -3.3618], [-3.8690, 1.7778, 3.9513], [-4.2228, 3.5471, 2.0575], [-0.7202, 3.5231, 2.0488], [0.3229, 1.7405, 0.4437], [1.0706, 0.6419, -0.8847], [-0.0271, 1.8858, -2.7656], [0.2334, 3.9018, -0.2327], [-0.5006, 4.5270, -1.9662]], "multiplicity": 1, "homo_energy_ha": -0.3914, "gap_ev": 5.378, "smiles": "C=CC(=O)OCCCCCC[n+]1c(Cl)c(C(F)(F)C(F)(F)F)c(C(=O)OP(=O)(O)O)c(P(O)Cl)c1C[C@@H]1CO1", "charge": 1}

=====

Entry 3:
{"formula": "C20H23ClF3N3O2", "method": "ωB97M-V/def2-TZVPD", "species": ["O", "C", "N", "C", "C", "C", "C", "C", "C", "C", "C", "N", "C", "O", "N", "C", "C", "C", "C", "Cl", "C", "C", "F", "F", "F", "C", "C", "C", "C", "H", "H", "H", "H", "H", "H", "H", "H", "H", "H", "H", "H", "H", "H", "H", "H", "H", "H", "H", "H", "H", "H", "H"], "xyz": [[-4.3567, -0.9780, 2.1500], [-4.3044, -0.9766, 0.9319], [-3.8128, 0.0682, 0.2310], [-3.3970, 1.3026, 0.8752], [-3.1353, 2.3711, -0.1836], [-1.7893, 2.1386, -0.9081], [-0.8095, 3.3008, -0.7156], [-0.4050, 3.4464, 0.7481], [0.1273, 2.1173, 1.2750], [-0.8449, 0.9661, 0.9895], [-2.1676, 1.1076, 1.7779], [-1.1371, 0.9271, -0.4331], [-1.2850, -0.2058, -1.1521], [-2.0207, -0.2997, -2.1210], [-0.5745, -1.3299, -0.7185], [0.7621, -1.3999, -0.3691], [1.2670, -2.5728, 0.1986], [2.5935, -2.6642, 0.5613], [3.4528, -1.5896, 0.3690], [5.1032, -1.7204, 0.8452], [2.9647, -0.4239, -0.2187], [3.8759, 0.7511, -0.4545], [4.4088, 1.2257, 0.6834], [3.2325, 1.7899, -1.0145], [4.8997, 0.4654, -1.2710], [1.6337, -0.3366, -0.5954], [-4.8082, -2.1347, 0.1360], [-4.3191, -2.4901, -1.2430], [-5.6860, -1.9210, -1.0717], [-3.7469, 0.0180, -0.7735], [-4.2266, 1.6149, 1.5246], [-3.1322, 3.3482, 0.2981], [-3.9542, 2.3670, -0.9045], [-1.9680, 1.9965, -1.9780], [-1.2683, 4.2211, -1.0793], [0.0824, 3.1097, -1.3163], [-1.2598, 3.7687, 1.3437], [0.3662, 4.2120, 0.8418], [0.3004, 2.1744, 2.3503], [1.0839, 1.9027, 0.7975], [-0.3607, 0.0291, 1.2713], [-2.1058, 1.9603, 2.4531], [-2.3465, 0.2212, 2.3853], [-0.9911, -2.1984, -1.0273], [0.6078, -3.4128, 0.3553], [2.9764, -3.5701, 1.0023], [1.2718, 0.5527, -1.0853], [-5.0768, -2.9561, 0.7896], [-3.5624, -1.8820, -1.7146], [-4.2314, -3.5417, -1.4743], [-6.5415, -2.5683, -1.1907], [-5.8647, -0.9060, -1.3936]], "multiplicity": 1, "homo_energy_ha": -0.3233, "gap_ev": 9.292, "smiles": "O=C(N[C@@H]1C[C@H]2CCC[C@@H](C1)N2C(=O)Nc1ccc(Cl)c(C(F)(F)F)c1)C1CC1", "charge": 0}

=====

Entry 4:
{"formula": "C20H23ClN2Sn", "method": "ωB97M-V/def2-TZVPD", "species": ["C", "C", "H", "H", "H", "H", "H", "H", "C", "C", "C", "C", "H", "H", "H", "H", "N", "C", "C", "N", "C", "C", "C", "H", "H", "C", "H", "H", "Sn", "C", "H", "H", "H", "Cl", "C", "C", "C", "C", "C", "C", "C", "H", "H", "H", "H", "H", "H"], "xyz": [[-3.1297, -0.5362, 0.1316], [-3.8986, 0.4353, -0.8109], [-2.5101, -1.2303, -0.4483], [-3.8224, -1.2008, 0.6657], [-2.6081, -0.0186, 0.9666], [-3.4279, 0.5306, -1.7990], [-4.8994, 0.0185, -0.9956], [-4.0510, 1.4155, -0.3515], [-0.3601, -2.5163, -0.7621], [0.4860, -3.6170, -0.8781], [1.7365, -3.4565, -1.4800], [2.0803, -2.1965, -1.9595], [-1.3347, -2.6361, -0.2834], [0.1501, -4.5754, -0.4859], [2.4301, -4.2917, -1.5661], [3.0575, -2.0109, -2.4002], [-0.0251, -1.2838, -1.2317], [1.1880, -1.1158, -1.8489], [1.5681, 0.2398, -2.2645], [0.8282, 1.2818, -1.7857], [1.2973, 2.5460, -1.9124], [3.1448, 1.8003, -3.2587], [2.4300, 2.8425, -2.6671], [0.7541, 3.3456, -1.4089], [2.7238, 3.8826, -2.7772], [2.7077, 0.4951, -3.0463], [3.2386, -0.3579, -3.4634], [4.0282, 1.9905, -3.8621], [-1.0085, 0.6706, -0.4686], [-1.7611, 2.6579, -1.0044], [-1.9558, 2.6598, -2.0856], [-1.0240, 3.4253, -0.7482], [-2.6901, 2.8368, -0.4500], [0.4553, 2.6485, 3.7491], [0.2998, 0.9347, 3.7397], [0.2727, 0.2650, 4.9585], [0.1686, -1.1334, 4.9868], [0.1302, -1.8474, 3.7870], [0.1869, -1.1791, 2.5658], [0.2448, 0.2220, 2.5111], [0.4177, 0.9165, 1.2002], [0.3276, 0.8376, 5.8802], [0.1370, -1.6524, 5.9436], [0.0615, -2.9349, 3.8010], [0.2044, -1.7398, 1.6301], [0.3965, 2.0059, 1.2803], [1.3541, 0.6260, 0.7069]], "multiplicity": 1, "homo_energy_ha": [-0.2076, -0.1813], "gap_ev": [5.968, 5.147], "charge": 0}

=====

Entry 5:
{"formula": "C20H23CoPSe2", "method": "ωB97M-V/def2-TZVPD", "species": ["C", "C", "C", "H", "C", "H", "H", "H", "C", "H", "H", "C", "H", "H", "C", "H", "H", "C", "H", "H", "Co", "H", "Se", "P", "Se", "C", "C", "C", "C", "C", "C", "C", "C", "C", "C", "C", "C", "H", "H", "H", "H", "H", "H", "H", "H", "H", "H"], "xyz": [[1.7648, 2.2113, 0.2585], [-0.3506, 3.2291, -1.2583], [2.1403, 1.6069, -0.9663], [2.0990, 1.7274, 1.1803], [-0.1386, 2.3781, -2.3482], [-1.3844, 3.4028, -0.9323], [2.6638, 0.6441, -0.9083], [-1.0262, 1.9983, -2.8722], [2.3826, 2.3445, -2.2548], [3.1747, 1.8152, -2.8026], [2.7680, 3.3503, -2.0603], [1.5478, 3.6912, 0.3895], [2.4990, 4.2439, 0.3778], [1.0881, 3.9179, 1.3616], [0.6437, 4.2407, -0.7406], [1.2684, 4.6390, -1.5562], [0.0799, 5.0894, -0.3232], [1.1341, 2.4181, -3.1591], [1.1825, 3.3392, -3.7659], [1.1621, 1.5643, -3.8551], [0.2159, 1.3454, -0.5918], [0.9436, 0.0879, 0.1849], [-1.8182, 0.8409, 0.5219], [-1.3886, -1.3099, 0.6702], [0.3919, -1.1517, -0.7586], [-1.0341, -1.9968, 2.3239], [0.2146, -1.7967, 2.9473], [0.4507, -2.3604, 4.2071], [-0.5385, -3.1293, 4.8361], [-1.7775, -3.3406, 4.2186], [-2.0355, -2.7527, 2.9804], [-2.5526, -2.5031, -0.0139], [-2.1916, -3.8683, 0.0265], [-3.1662, -4.8427, -0.1904], [-4.4746, -4.4621, -0.5046], [-4.7996, -3.1125, -0.6511], [-3.8330, -2.1234, -0.4385], [0.9860, -1.2055, 2.4446], [1.4100, -2.2031, 4.7135], [-0.3478, -3.5846, 5.8103], [-2.5480, -3.9616, 4.6883], [-3.0051, -2.8950, 2.5029], [-1.1589, -4.1427, 0.2547], [-2.8995, -5.8930, -0.1130], [-5.2463, -5.2297, -0.6151], [-5.8099, -2.8294, -0.9366], [-4.0450, -1.0574, -0.5858]], "multiplicity": 4, "homo_energy_ha": [-0.1659, -0.2890], "gap_ev": [4.894, 7.672], "charge": 0, "de_lowest_kcal_mol": 0.0}

=====

Please write out number 3 again, unchanged.
{"formula": "C20H23ClF3N3O2", "method": "ωB97M-V/def2-TZVPD", "species": ["O", "C", "N", "C", "C", "C", "C", "C", "C", "C", "C", "N", "C", "O", "N", "C", "C", "C", "C", "Cl", "C", "C", "F", "F", "F", "C", "C", "C", "C", "H", "H", "H", "H", "H", "H", "H", "H", "H", "H", "H", "H", "H", "H", "H", "H", "H", "H", "H", "H", "H", "H", "H"], "xyz": [[-4.3567, -0.9780, 2.1500], [-4.3044, -0.9766, 0.9319], [-3.8128, 0.0682, 0.2310], [-3.3970, 1.3026, 0.8752], [-3.1353, 2.3711, -0.1836], [-1.7893, 2.1386, -0.9081], [-0.8095, 3.3008, -0.7156], [-0.4050, 3.4464, 0.7481], [0.1273, 2.1173, 1.2750], [-0.8449, 0.9661, 0.9895], [-2.1676, 1.1076, 1.7779], [-1.1371, 0.9271, -0.4331], [-1.2850, -0.2058, -1.1521], [-2.0207, -0.2997, -2.1210], [-0.5745, -1.3299, -0.7185], [0.7621, -1.3999, -0.3691], [1.2670, -2.5728, 0.1986], [2.5935, -2.6642, 0.5613], [3.4528, -1.5896, 0.3690], [5.1032, -1.7204, 0.8452], [2.9647, -0.4239, -0.2187], [3.8759, 0.7511, -0.4545], [4.4088, 1.2257, 0.6834], [3.2325, 1.7899, -1.0145], [4.8997, 0.4654, -1.2710], [1.6337, -0.3366, -0.5954], [-4.8082, -2.1347, 0.1360], [-4.3191, -2.4901, -1.2430], [-5.6860, -1.9210, -1.0717], [-3.7469, 0.0180, -0.7735], [-4.2266, 1.6149, 1.5246], [-3.1322, 3.3482, 0.2981], [-3.9542, 2.3670, -0.9045], [-1.9680, 1.9965, -1.9780], [-1.2683, 4.2211, -1.0793], [0.0824, 3.1097, -1.3163], [-1.2598, 3.7687, 1.3437], [0.3662, 4.2120, 0.8418], [0.3004, 2.1744, 2.3503], [1.0839, 1.9027, 0.7975], [-0.3607, 0.0291, 1.2713], [-2.1058, 1.9603, 2.4531], [-2.3465, 0.2212, 2.3853], [-0.9911, -2.1984, -1.0273], [0.6078, -3.4128, 0.3553], [2.9764, -3.5701, 1.0023], [1.2718, 0.5527, -1.0853], [-5.0768, -2.9561, 0.7896], [-3.5624, -1.8820, -1.7146], [-4.2314, -3.5417, -1.4743], [-6.5415, -2.5683, -1.1907], [-5.8647, -0.9060, -1.3936]], "multiplicity": 1, "homo_energy_ha": -0.3233, "gap_ev": 9.292, "smiles": "O=C(N[C@@H]1C[C@H]2CCC[C@@H](C1)N2C(=O)Nc1ccc(Cl)c(C(F)(F)F)c1)C1CC1", "charge": 0}

=====

Please write out number 2 again, unchanged.
{"formula": "C20H23Cl2F5NO9P2", "method": "ωB97M-V/def2-TZVPD", "species": ["C", "C", "C", "O", "O", "C", "C", "C", "C", "C", "C", "N", "C", "Cl", "C", "C", "F", "F", "C", "F", "F", "F", "C", "C", "O", "O", "P", "O", "O", "O", "C", "P", "O", "Cl", "C", "C", "C", "C", "O", "H", "H", "H", "H", "H", "H", "H", "H", "H", "H", "H", "H", "H", "H", "H", "H", "H", "H", "H", "H", "H", "H", "H"], "xyz": [[6.2656, 0.8121, 2.9458], [6.7776, 1.3608, 1.7755], [6.0070, 1.1775, 0.4208], [5.6857, 2.1457, -0.2328], [5.7417, -0.1256, 0.0699], [5.2671, -0.2262, -1.2878], [3.7038, 0.0300, -1.3005], [2.9120, -1.3314, -1.1341], [2.1851, -1.8354, -2.4540], [0.7106, -2.3231, -2.1163], [-0.3221, -1.1304, -2.3963], [-1.2498, -0.8969, -1.2470], [-2.3129, -1.7867, -1.1161], [-2.4230, -3.1280, -2.2836], [-3.3283, -1.6545, -0.0547], [-4.4941, -2.6718, -0.0233], [-5.1493, -2.7927, -1.2432], [-5.4796, -2.4167, 0.8853], [-3.9451, -4.1556, 0.3312], [-4.2164, -5.0439, -0.6746], [-2.6292, -4.1630, 0.6881], [-4.6379, -4.6314, 1.4178], [-3.1227, -0.5558, 0.8810], [-4.0924, -0.3324, 2.0826], [-3.7841, -0.7025, 3.1699], [-5.3285, 0.2851, 1.8053], [-5.4859, 1.8014, 2.5255], [-6.9303, 2.0941, 2.6504], [-4.8376, 1.9094, 4.0402], [-4.8607, 3.0101, 1.5481], [-1.9819, 0.3770, 0.7802], [-1.8481, 1.6952, 2.1099], [-1.4273, 3.1802, 1.4599], [-0.2175, 1.0340, 3.2891], [-1.0572, 0.1535, -0.3521], [0.1560, 1.1260, -0.4657], [-0.2751, 2.1854, -1.6829], [-0.1004, 3.7460, -1.2804], [-1.4603, 2.9870, -1.4078], [5.2452, 1.1454, 3.2687], [6.8362, 0.0371, 3.5191], [7.7360, 1.9315, 1.7101], [5.4333, -1.2887, -1.6200], [5.8298, 0.4325, -2.0036], [3.3957, 0.6166, -2.2071], [3.4752, 0.6873, -0.4107], [2.1173, -1.1835, -0.3494], [3.6163, -2.1102, -0.7329], [2.1963, -1.0159, -3.2231], [2.8081, -2.6713, -2.8850], [0.6804, -2.6683, -1.0498], [0.4839, -3.1552, -2.8353], [0.3268, -0.2340, -2.5943], [-0.8823, -1.2748, -3.3618], [-3.8690, 1.7778, 3.9513], [-4.2228, 3.5471, 2.0575], [-0.7202, 3.5231, 2.0488], [0.3229, 1.7405, 0.4437], [1.0706, 0.6419, -0.8847], [-0.0271, 1.8858, -2.7656], [0.2334, 3.9018, -0.2327], [-0.5006, 4.5270, -1.9662]], "multiplicity": 1, "homo_energy_ha": -0.3914, "gap_ev": 5.378, "smiles": "C=CC(=O)OCCCCCC[n+]1c(Cl)c(C(F)(F)C(F)(F)F)c(C(=O)OP(=O)(O)O)c(P(O)Cl)c1C[C@@H]1CO1", "charge": 1}

=====

Which of these has the highest multiplicity?
C20H23CoPSe2